Record 1
# C2H3NOS2

An isolated molecule of C2H3NOS2 (ωB97M-V/def2-TZVPD, the Open Molecules 2025 dataset).

Last column: Mulliken charge in e.
Positions of all 9 atoms, in Å:
C 0.651 -0.744 -0.115  0.4865
C -0.604 0.039 0.035  0.2581
H 1.025 1.336 0.463  0.2622
H 2.572 0.220 0.571  0.2990
H -3.062 0.080 -0.626  0.1927
N 1.508 0.389 -0.002  -0.4580
O 0.807 -2.004 -0.241  -0.5487
S -2.110 -0.997 0.058  -0.1612
S -0.787 1.682 -0.144  -0.3307

Results
HOMO level: -0.33727 Ha
multiplicity: 1
SMILES: NC(=O)C(=S)S
ΔE to the lowest compared entry with this formula, charge and spin: 80.5 kcal per mole
Kohn-Sham gap: 7.3 eV
LUMO level: -1.891 eV
electronic energy: -27327.28503 eV
M: 121.186 u

---

Record 2
# C2H3NOS2

An isolated molecule of C2H3NOS2 (ωB97M-V/def2-TZVPD, the Open Molecules 2025 dataset).

Last column: Mulliken charge in e.
Positions of all 9 atoms, in Å:
C -0.853 0.116 -0.419  -0.1251
C 1.307 0.593 -1.175  0.2318
H 0.063 -0.512 2.055  0.1154
H -0.954 0.601 -1.398  0.3634
H 2.472 0.596 -0.989  0.2786
N 0.503 0.204 -0.072  0.0205
O 0.784 0.824 -2.260  -0.5108
S 1.192 -0.224 1.444  -0.0565
S -2.074 -0.586 0.335  -0.3173

Results
HOMO level: -0.33539 Ha
multiplicity: 1
SMILES: O=CN(S)C=S
ΔE to the lowest compared entry with this formula, charge and spin: 34.0 kcal per mole
Kohn-Sham gap: 8.7 eV
LUMO level: -0.383 eV
electronic energy: -27329.30365 eV
M: 121.186 u

---

Record 3
# C2H3NOS3

An isolated molecule of C2H3NOS3 (ωB97M-V/def2-TZVPD, the Open Molecules 2025 dataset).

Last column: Mulliken charge in e.
Positions of all 10 atoms, in Å:
C 0.882 0.023 -0.024  0.1480
C -0.608 -0.277 -0.011  0.1784
H -0.055 2.719 -0.163  0.3575
H 2.192 1.540 -0.450  0.2427
H -2.682 -0.201 1.020  0.1694
N 1.204 1.289 -0.327  -0.1487
O 0.295 2.188 -0.925  -0.3577
S 1.972 -1.079 0.512  -0.3030
S -1.488 0.323 1.387  -0.1421
S -1.227 -1.060 -1.306  -0.1443

Results
HOMO level: -0.32188 Ha
multiplicity: 1
SMILES: ONC(=S)C(=S)S
ΔE to the lowest compared entry with this formula, charge and spin: 44.5 kcal per mole
Kohn-Sham gap: 8.1 eV
LUMO level: -0.666 eV
electronic energy: -38163.47483 eV
M: 153.253 u

---

Record 4
# C2H3NOS3

An isolated molecule of C2H3NOS3 (ωB97M-V/def2-TZVPD, the Open Molecules 2025 dataset).

Last column: Mulliken charge in e.
Positions of all 10 atoms, in Å:
C -0.167 -0.124 0.181  0.1291
C 0.180 1.340 0.004  0.6554
H -0.716 -2.987 -0.491  0.1346
H 0.448 -0.274 -1.786  0.3107
H -0.141 1.973 2.543  0.1748
N 0.302 -0.810 -0.996  -0.2410
O 0.467 1.591 -1.153  -0.5546
S 0.485 -2.535 -0.934  -0.1267
S -1.003 -0.757 1.396  -0.2797
S 0.146 2.584 1.237  -0.2027

Results
HOMO level: -0.33969 Ha
multiplicity: 1
SMILES: O=C(S)C(=S)NS
ΔE to the lowest compared entry with this formula, charge and spin: 22.7 kcal per mole
Kohn-Sham gap: 8.2 eV
LUMO level: -1.019 eV
electronic energy: -38164.42174 eV
M: 153.253 u

---

Record 5
# C2H3NP2

An isolated molecule of C2H3NP2 (ωB97M-V/def2-TZVPD, the Open Molecules 2025 dataset).

Last column: Mulliken charge in e.
Positions of all 8 atoms, in Å:
C 0.707 -0.064 0.195  0.6133
C 1.686 0.743 0.012  -0.9255
N -0.115 -1.003 0.270  -0.3843
P -2.789 0.899 0.112  -0.0477
P -1.786 -0.787 0.059  0.1257
H 2.115 1.011 -0.931  0.2561
H 2.131 1.237 0.742  0.2874
H -1.949 -2.037 -0.459  0.0751

Results
HOMO level: -0.30257 Ha
multiplicity: 1
SMILES: C=C=N[PH]#P
ΔE to the lowest compared entry with this formula, charge and spin: 50.3 kcal per mole
Kohn-Sham gap: 7.2 eV
LUMO level: -0.997 eV
electronic energy: -22186.68010 eV
M: 103.001 u

---

Record 6
# C2H3NP2

An isolated molecule of C2H3NP2 (ωB97M-V/def2-TZVPD, the Open Molecules 2025 dataset).

Last column: Mulliken charge in e.
Positions of all 8 atoms, in Å:
C -0.507 0.931 1.454  -0.2640
C -0.056 -1.752 -1.330  -0.0349
N -1.283 -1.584 -1.038  -0.3346
P -0.594 -0.106 -1.778  0.0745
P 0.050 1.290 -0.125  -0.1114
H 0.025 -0.001 1.899  0.2294
H 0.648 -2.528 -1.301  0.3696
H -0.852 2.393 -0.677  0.0714

Results
HOMO level (alpha / beta): -0.27714 / -0.33694 Ha
multiplicity: 3
<S²>: 2.0192
ΔE to the lowest compared entry with this formula, charge and spin: 51.9 kcal per mole
Kohn-Sham gap (alpha / beta): 8.1 / 7.6 eV
LUMO level (alpha / beta): 0.548 / -1.546 eV
electronic energy: -22183.86904 eV
M: 103.001 u

---

Record 7
# C2H3NS2

An isolated molecule of C2H3NS2 (ωB97M-V/def2-TZVPD, the Open Molecules 2025 dataset).

Last column: Mulliken charge in e.
Positions of all 8 atoms, in Å:
C -0.847 0.504 0.532  0.0540
C -0.168 -0.631 -0.218  -0.6037
N -2.062 0.775 0.416  -0.1551
S -0.866 -2.239 0.130  -0.2417
S -3.410 0.322 -0.187  0.0375
H -0.237 1.119 1.176  0.3438
H -0.278 -0.452 -1.291  0.2700
H 0.883 -0.652 0.061  0.2952

Results
HOMO level (alpha / beta): -0.29994 / -0.30291 Ha
multiplicity: 1
ΔE to the lowest compared entry with this formula, charge and spin: 70.3 kcal per mole
Kohn-Sham gap (alpha / beta): 5.2 / 5.3 eV
LUMO level (alpha / beta): -2.915 / -2.915 eV
electronic energy: -25279.52075 eV
M: 105.187 u

---

Record 8
# C2H3NS2

An isolated molecule of C2H3NS2 (ωB97M-V/def2-TZVPD, the Open Molecules 2025 dataset).

Last column: Mulliken charge in e.
Positions of all 8 atoms, in Å:
C -0.614 -1.368 0.790  -0.2008
C 0.338 0.436 -0.553  0.3667
N 0.319 -0.614 0.455  -0.4807
S 0.104 0.354 -2.160  -0.1135
S 0.810 1.920 0.271  -0.2080
H -0.159 -2.042 1.460  0.2863
H -1.777 -1.333 0.587  0.2358
H 0.978 2.646 -0.849  0.1143

Results
HOMO level (alpha / beta): -0.23238 / -0.34825 Ha
multiplicity: 3
<S²>: 2.0098
ΔE to the lowest compared entry with this formula, charge and spin: 30.7 kcal per mole
Kohn-Sham gap (alpha / beta): 7.1 / 6.6 eV
LUMO level (alpha / beta): 0.812 / -2.863 eV
electronic energy: -25278.82329 eV
M: 105.187 u

---

Record 9
# C2H3NS3

An isolated molecule of C2H3NS3 (ωB97M-V/def2-TZVPD, the Open Molecules 2025 dataset).

Last column: Mulliken charge in e.
Positions of all 9 atoms, in Å:
C -0.099 -0.750 -1.048  0.1066
C 1.714 0.015 0.816  -0.1247
H -2.438 0.543 -0.416  0.0737
H 0.796 -1.269 -1.303  0.3376
H 2.202 -0.678 0.144  0.1988
N -1.123 -0.928 -1.759  -0.3415
S -2.630 -0.226 -1.526  -0.0560
S 0.037 0.289 0.401  -0.0034
S 2.444 0.707 2.080  -0.1912

Results
HOMO level: -0.33505 Ha
multiplicity: 1
SMILES: S=CS/C=N\S
ΔE to the lowest compared entry with this formula, charge and spin: 29.8 kcal per mole
Kohn-Sham gap: 8.4 eV
LUMO level: -0.739 eV
electronic energy: -36116.83133 eV
M: 137.254 u

---

Record 10
# C2H3NS3

An isolated molecule of C2H3NS3 (ωB97M-V/def2-TZVPD, the Open Molecules 2025 dataset).

Last column: Mulliken charge in e.
Positions of all 9 atoms, in Å:
C 0.907 -0.112 -0.470  0.3758
C -0.236 -1.153 0.300  0.1827
N 0.621 1.204 -0.445  -0.3893
S 2.000 -0.869 -1.332  -0.3569
S -1.416 -0.393 1.120  -0.2761
S -0.070 -2.804 -0.019  -0.1380
H -0.316 1.469 -0.208  0.1787
H 1.026 1.742 -1.151  0.2499
H -0.921 -3.161 1.066  0.1732

Results
HOMO level: -0.31022 Ha
multiplicity: 1
SMILES: NC(=S)C(=S)S
ΔE to the lowest compared entry with this formula, charge and spin: 18.3 kcal per mole
Kohn-Sham gap: 7.4 eV
LUMO level: -1.007 eV
electronic energy: -36117.33254 eV
M: 137.254 u

---

What is the formula in the third record?
C2H3NOS3